Entry 1:
Density functional theory data (the ωB97M-V functional and the def2-TZVPD basis) for 15 unconnected molecules or ions with the total composition C69H85NO37.

HOMO-LUMO gap (alpha / beta) = 5.60 / 1.99 eV
total charge = +1
multiplicity = 2
HOMO level (alpha / beta) = -9.10 / -9.10 eV

CARTESIAN COORDINATES (ANGSTROEM)
C1 0.48960 1.63978 2.80203
O1 0.12302 0.87889 1.58913
C2 -1.21619 1.38290 1.17363
C3 -1.67620 0.48683 -0.00565
N1 -0.85613 0.90707 -1.14434
C4 -0.94094 0.07792 -2.30269
C5 -0.22972 -1.30544 -2.15168
O2 1.14365 -1.17872 -2.11523
C6 1.77946 -2.40868 -1.84649
H1 -0.28140 1.31361 3.50008
H2 0.64318 2.70737 2.64469
H3 1.42763 1.21983 3.16514
H4 -1.20839 2.43628 0.89355
H5 -1.93496 1.21301 1.97525
H6 -2.71152 0.68647 -0.28198
H7 -1.60739 -0.57006 0.25193
H8 0.09935 1.08179 -0.86750
H9 -0.62833 0.74162 -3.10884
H10 -1.95259 -0.07217 -2.67968
H11 -0.58026 -2.03554 -2.88118
H12 -0.48314 -1.65738 -1.15167
H13 1.34910 -2.90262 -0.97532
H14 2.84125 -2.23718 -1.66961
H15 1.76896 -3.06455 -2.71702
C7 1.27045 -7.58043 -0.02029
C8 0.97042 -8.88831 0.27742
C9 -0.32244 -9.23732 0.65801
C10 -1.35499 -8.34151 0.59781
C11 -0.98713 -7.02938 0.32861
C12 0.32913 -6.65650 0.10923
O3 0.53768 -5.32474 -0.15988
O4 -0.53701 -10.47221 0.98727
H16 2.25554 -7.39898 -0.42410
H17 1.62061 -9.74983 0.23960
H18 -2.34780 -8.71370 0.80325
H19 -1.75282 -6.26889 0.28639
H20 1.00242 -5.24256 -0.99586
H21 0.22951 -11.05015 0.98323
C13 2.00447 3.33140 6.62483
C14 1.01505 2.33042 6.22728
C15 -0.31286 2.56129 6.45857
C16 -0.68521 3.63150 7.18694
C17 0.21904 4.58565 7.53029
C18 1.56876 4.47918 7.22788
O5 2.46480 5.43407 7.59908
O6 -1.23021 1.67396 5.98863
H22 3.04168 3.26571 6.33108
H23 1.26241 1.54483 5.52867
H24 -1.67266 3.69460 7.61978
H25 -0.00792 5.38947 8.21496
H26 3.38856 5.31223 7.36797
H27 -2.10368 1.97646 6.24775
C19 -0.89432 3.67805 -3.92538
C20 -0.51034 4.50551 -4.99033
C21 -1.41634 5.41254 -5.49475
C22 -2.65382 5.60403 -4.92256
C23 -3.02570 4.74783 -3.87182
C24 -2.11127 3.85249 -3.31183
O7 -2.42057 3.01166 -2.31884
O8 -1.04429 6.20683 -6.56111
H28 -0.19775 2.92222 -3.59385
H29 0.40137 4.45153 -5.56676
H30 -3.31659 6.37490 -5.28710
H31 -4.04095 4.81772 -3.51018
H32 -1.66498 2.48703 -2.04414
H33 -1.01303 7.15867 -6.44024
C25 2.36083 2.30700 -5.59364
C26 2.28864 1.52737 -4.40166
C27 3.53200 1.11258 -3.81790
C28 4.77852 1.45966 -4.30532
C29 4.77053 2.20282 -5.48214
C30 3.62551 2.58583 -6.20917
O9 3.62402 3.39458 -7.28927
O10 3.38014 0.25356 -2.70161
H34 1.51847 2.39844 -6.26331
H35 1.32627 1.14751 -4.09189
H36 5.70776 1.29216 -3.78105
H37 5.70445 2.60157 -5.84983
H38 4.44658 3.86463 -7.44434
H39 2.47181 -0.04109 -2.60303
C31 -1.41322 -1.47039 3.93661
C32 -1.79680 -2.32874 2.92406
C33 -0.89077 -3.34803 2.52124
C34 0.30507 -3.53841 3.13107
C35 0.55006 -2.80841 4.31802
C36 -0.28590 -1.72620 4.71970
O11 0.13978 -0.91397 5.81792
O12 -1.30742 -4.17565 1.54172
H40 -2.11025 -0.72933 4.29908
H41 -2.79969 -2.20051 2.54436
H42 1.07347 -4.25427 2.87906
H43 1.36531 -3.14640 4.94053
H44 -0.41203 -0.13951 5.94950
H45 -0.63398 -4.55974 0.97555
C37 -4.43817 0.91940 3.41220
C38 -4.10561 1.60532 4.55968
C39 -4.11378 0.87128 5.80037
C40 -4.52841 -0.46123 5.84700
C41 -4.97950 -1.10637 4.72108
C42 -4.90547 -0.42994 3.50820
O13 -5.46910 -1.19078 2.51333
O14 -3.79573 1.46490 6.99524
H46 -4.26122 1.43308 2.47881
H47 -3.93667 2.67081 4.61062
H48 -4.69304 -0.84545 6.84282
H49 -5.19436 -2.15983 4.82340
H50 -5.36164 -0.81536 1.63633
H51 -3.82980 1.00105 7.83505
C43 -4.38550 -2.59620 -0.45886
C44 -4.36508 -3.69290 -1.30475
C45 -5.30604 -3.86388 -2.29629
C46 -6.31477 -2.95659 -2.40050
C47 -6.28020 -1.79940 -1.72596
C48 -5.32780 -1.64384 -0.72683
O15 -5.27800 -0.47200 -0.02784
O16 -5.23902 -5.06971 -2.91383
H52 -3.67142 -2.37816 0.32149
H53 -3.53689 -4.32633 -1.02323
H54 -7.03234 -3.09029 -3.19650
H55 -7.00238 -1.02086 -1.92276
H56 -5.63897 0.19137 -0.62051
H57 -4.41112 -5.45176 -2.61348
C49 -2.67391 4.74684 0.53294
C50 -2.01026 6.12689 0.44452
O17 -2.89963 6.89234 -0.36995
C51 -4.03298 6.18347 -0.63249
O18 -4.82034 6.41142 -1.58177
O19 -3.91246 5.08196 0.12701
H58 -2.64476 4.42728 1.57464
H59 -2.19888 3.98816 -0.08904
H60 -0.96852 6.00907 0.14619
H61 -2.10570 6.48716 1.46882
C52 6.16648 -3.69411 0.43127
C53 5.45330 -3.95878 -0.85568
O20 4.24230 -4.49239 -0.54190
C54 3.94545 -4.07163 0.69612
O21 2.92956 -4.19477 1.28221
O22 5.01104 -3.67472 1.33788
H62 6.49375 -2.65448 0.41898
H63 6.86338 -4.39281 0.89415
H64 6.06767 -4.60999 -1.47744
H65 5.43102 -2.97457 -1.32357
C55 -1.98145 -5.44489 -6.19453
C56 -2.89311 -4.54242 -5.43181
O23 -2.34874 -4.54060 -4.13276
C57 -1.09910 -4.89909 -4.10451
O24 -0.25782 -4.70350 -3.20386
O25 -0.82805 -5.44957 -5.39036
H66 -1.82646 -5.16808 -7.23734
H67 -2.32952 -6.47611 -6.25397
H68 -3.87498 -5.01365 -5.38737
H69 -3.08863 -3.55585 -5.85199
C58 2.88386 3.87695 0.06477
C59 2.38754 3.02366 -1.06452
O26 1.34914 3.76659 -1.54335
C60 1.44544 5.02048 -1.12683
O27 0.85719 5.98892 -1.54072
O28 2.24599 5.08962 -0.09057
H70 3.97227 3.93443 0.05241
H71 2.54781 3.46810 1.01767
H72 2.20222 1.97523 -0.83093
H73 3.02369 2.91405 -1.94282
C61 -1.27612 6.84936 4.37879
C62 -1.81580 5.51516 4.17588
O29 -0.85944 4.80135 3.46897
C63 0.27118 5.52123 3.37123
O30 1.35624 5.14590 2.89442
O31 0.10573 6.61449 4.05699
H74 -1.46789 7.32257 5.34180
H75 -1.68981 7.43347 3.55673
H76 -2.75718 5.62793 3.63812
H77 -2.07312 5.06792 5.13602
C64 4.72585 0.62433 2.18041
C65 3.90585 -0.29948 1.24319
O32 4.54771 -0.14278 -0.02078
C66 5.27710 0.92883 0.02352
O33 6.00352 1.32149 -0.88290
O34 5.18398 1.52963 1.23476
H78 5.45048 0.01613 2.72180
H79 4.26938 1.13182 3.03023
H80 2.84665 -0.10321 1.07679
H81 4.15963 -1.27929 1.64772
C67 4.36205 -3.19898 -5.19059
C68 5.11329 -1.90544 -5.41703
O35 6.41087 -2.29993 -5.01207
C69 6.30752 -3.37941 -4.17490
O36 7.22442 -3.90269 -3.65290
O37 5.04208 -3.80319 -4.12420
H82 4.21292 -3.87435 -6.03305
H83 3.31691 -2.93379 -5.03105
H84 4.74843 -1.02444 -4.88898
H85 5.14204 -1.58608 -6.45880



Entry 2:
Density functional theory data (the ωB97M-V functional and the def2-TZVPD basis) for C15H21N3O2S in the gas phase.

HOMO-LUMO gap = 8.43 eV
energy relative to the best compared isomer or geometry (same formula, charge and spin) = 196.4 kJ/mol
HOMO level = -8.14 eV

CARTESIAN COORDINATES (ANGSTROEM)
C1 -2.91756 5.54403 2.66512
C2 -1.46724 5.11999 2.70977
O1 -0.63993 5.76887 3.31296
C3 -1.10452 3.87986 1.98750
C4 -2.00034 3.15426 1.20128
C5 -1.59046 2.00902 0.55537
C6 -0.27918 1.54258 0.68158
N1 0.06992 0.40167 -0.02900
C7 1.07472 -0.49903 0.22123
S1 1.80039 -0.61905 1.70365
N2 1.43087 -1.30070 -0.80821
C8 2.17746 -2.51935 -0.59061
C9 1.25042 -3.72286 -0.76989
N3 0.66582 -3.69957 -2.09984
C10 -0.09374 -4.89765 -2.39816
C11 -0.42211 -5.01293 -3.89196
O2 -1.54079 -4.25804 -4.29614
C12 -0.09617 -2.47908 -2.29126
C13 0.85190 -1.28889 -2.13346
C14 0.62619 2.27289 1.44984
C15 0.21043 3.41897 2.08937
H1 -3.55485 4.74931 3.04601
H2 -3.04672 6.43456 3.27485
H3 -3.20929 5.76827 1.64126
H4 -3.02213 3.47939 1.08374
H5 -2.29287 1.45789 -0.05641
H6 -0.62294 0.12134 -0.71053
H7 2.59443 -2.50485 0.41652
H8 2.98814 -2.56857 -1.32226
H9 1.82971 -4.64092 -0.65675
H10 0.47626 -3.69965 0.01879
H11 0.52469 -5.75364 -2.11900
H12 -1.03200 -4.94978 -1.81244
H13 0.41908 -4.63234 -4.47382
H14 -0.57366 -6.07146 -4.14195
H15 -2.32340 -4.59220 -3.84335
H16 -0.52449 -2.48303 -3.29339
H17 -0.92043 -2.39873 -1.55474
H18 0.35381 -0.34441 -2.35071
H19 1.67332 -1.40857 -2.84751
H20 1.64640 1.94148 1.54279
H21 0.90460 3.99119 2.68606



Entry 3:
Density functional theory data (the ωB97M-V functional and the def2-TZVPD basis) for a molecular structure, C5H6O2S.

HOMO-LUMO gap = 9.94 eV
energy relative to the best compared isomer or geometry (same formula, charge and spin) = 149.1 kJ/mol
HOMO level = -9.47 eV

CARTESIAN COORDINATES (ANGSTROEM)
C1 2.17200 -0.75229 -0.09784
C2 0.98714 0.07947 -0.30027
C3 -0.39430 -0.18481 0.37522
C4 -1.32863 1.00728 0.23392
C5 -2.46201 0.15340 -0.21104
H1 3.19377 -0.28631 -0.19194
H2 2.30916 -1.70975 -0.93103
H3 1.92475 -1.30502 0.91196
H4 -0.04558 -0.50894 1.40100
H5 -1.56628 1.73199 1.09715
H6 -0.94036 1.70068 -0.61907
O1 1.22481 1.17706 -0.81229
O2 -3.61426 0.19400 -0.44692
S1 -1.46021 -1.29677 -0.40883



Entry 4:
Density functional theory data (the ωB97M-V functional and the def2-TZVPD basis) for a molecular structure, C28H47BrNO8P3PdSi.

HOMO-LUMO gap (alpha / beta) = 6.82 / 7.53 eV
multiplicity = 3
energy relative to the best compared isomer or geometry (same formula, charge and spin) = 55.0 kJ/mol
HOMO level (alpha / beta) = -7.70 / -8.65 eV

CARTESIAN COORDINATES (ANGSTROEM)
Pd1 2.01672 0.86538 -0.11304
O1 4.48021 3.66807 -1.30920
C1 3.34893 3.24426 -1.18741
O2 2.85974 2.15351 -1.69575
C2 2.31622 4.05985 -0.36965
P1 0.90361 2.94949 -0.12586
C3 -0.23159 3.20080 -1.51217
C4 0.23676 3.54932 -2.77710
C5 -0.65164 3.68981 -3.83330
C6 -2.00883 3.48479 -3.63825
C7 -2.48165 3.13150 -2.38184
C8 -1.59718 2.98196 -1.32600
C9 -0.03205 3.48378 1.33434
C10 0.01095 2.69555 2.48030
C11 -0.67782 3.09182 3.62005
C12 -1.40737 4.27049 3.61986
C13 -1.45403 5.05935 2.47642
C14 -0.77067 4.66814 1.33715
H1 2.03127 4.95950 -0.91784
H2 2.73459 4.34341 0.59356
H3 1.29600 3.68182 -2.94686
H4 -0.27812 3.95824 -4.81275
H5 -2.69830 3.59843 -4.46484
H6 -3.53996 2.96776 -2.22519
H7 -1.96768 2.70522 -0.34557
H8 0.56528 1.76287 2.46686
H9 -0.65249 2.46943 4.50552
H10 -1.94668 4.57533 4.50739
H11 -2.02519 5.97851 2.47294
H12 -0.81789 5.27945 0.44384
N1 3.77469 0.51776 3.71104
C15 4.22386 -0.26476 2.48450
C16 5.39661 -1.16934 2.80305
P2 4.56595 1.04037 1.21638
O3 5.95904 1.61818 1.77839
O4 3.43849 2.02888 1.46928
O5 4.66854 0.40848 -0.10977
P3 2.69026 -1.16373 1.92685
O6 2.55950 -2.25419 3.12093
O7 1.59833 -0.13369 2.07606
O8 2.86831 -1.83683 0.62368
H13 4.57031 0.96679 4.16569
H14 3.27900 -0.07195 4.38084
H15 3.13721 1.24719 3.33391
H16 6.26575 -0.59386 3.12633
H17 5.66990 -1.69691 1.88957
H18 5.13799 -1.90961 3.56206
H19 6.30988 2.29772 1.18296
H20 2.56302 -3.14552 2.75030
C17 -2.87155 -2.98103 1.30383
C18 -1.59658 -2.23675 0.87038
C19 -1.56083 -0.85082 1.53347
C20 -0.39713 -3.00778 1.43727
Si1 -1.49503 -2.11522 -1.04321
Br1 -0.01641 -0.41138 -1.51279
C21 -3.11052 -1.46744 -1.87121
C22 -2.86569 -0.87385 -3.26955
C23 -3.75095 -0.33951 -1.04979
C24 -4.13105 -2.60993 -2.00131
C25 -0.74201 -3.65428 -1.90163
C26 -0.86325 -3.54210 -3.42859
C27 0.75610 -3.80755 -1.59540
C28 -1.47125 -4.93261 -1.45240
H21 -2.85020 -3.10751 2.39110
H22 -2.93912 -3.97706 0.86316
H23 -3.78490 -2.44230 1.06045
H24 -1.66752 -0.97955 2.61613
H25 -2.36005 -0.19075 1.20136
H26 -0.60414 -0.35817 1.36039
H27 -0.44272 -2.97229 2.53082
H28 0.54369 -2.54922 1.14068
H29 -0.39710 -4.05616 1.14321
H30 -2.25080 0.02395 -3.22227
H31 -3.83283 -0.58829 -3.69702
H32 -2.39536 -1.57049 -3.95984
H33 -3.05916 0.49075 -0.91259
H34 -4.10208 -0.66356 -0.07281
H35 -4.61887 0.04236 -1.59804
H36 -3.80406 -3.37532 -2.70343
H37 -5.07332 -2.20220 -2.38168
H38 -4.34630 -3.09392 -1.04755
H39 -0.39206 -2.63404 -3.80886
H40 -1.89651 -3.56956 -3.77201
H41 -0.34686 -4.39318 -3.88283
H42 1.34031 -2.93372 -1.88021
H43 1.13704 -4.66406 -2.16129
H44 0.95758 -3.99490 -0.54421
H45 -2.54067 -4.90461 -1.66448
H46 -1.34261 -5.13261 -0.38961
H47 -1.05292 -5.78624 -1.99532



Entry 5:
Density functional theory data (the ωB97M-V functional and the def2-TZVPD basis) for 4 unconnected molecules or ions with the total composition C41H58BrN5O11S.

HOMO-LUMO gap = 8.20 eV
HOMO level = -7.76 eV

CARTESIAN COORDINATES (ANGSTROEM)
C1 -4.00397 1.94851 2.13912
C2 -2.91639 0.87851 2.05037
C3 -2.57929 0.25934 3.39346
Br1 -4.05246 -0.94642 3.95149
C4 -1.27078 -0.46546 3.56726
C5 -0.67225 -0.40292 4.83483
C6 -1.31063 0.33447 5.99799
C7 -0.90011 1.78766 6.02709
O1 0.21614 2.20300 5.97520
O2 -1.97427 2.65389 6.26735
C8 -2.14054 3.72142 5.42099
C9 -3.10705 4.70951 5.99496
O3 -1.59009 3.78996 4.36251
C10 0.53422 -1.04147 5.09013
C11 1.16429 -1.77389 4.10175
C12 0.56705 -1.86794 2.85371
C13 -0.64299 -1.23210 2.56292
N1 -1.20705 -1.39202 1.25669
C14 -2.18186 -2.49451 1.12102
C15 -1.70716 -3.82031 1.68309
O4 -1.92683 -4.14796 2.81797
C16 -0.27743 -1.30577 0.15715
C17 -0.62612 -0.58910 -0.99397
C18 -1.95109 0.12148 -1.14395
C19 -2.59948 0.02725 -2.54138
C20 -4.00236 -0.55679 -2.51041
O5 -4.94638 0.45447 -2.19359
C21 -6.17374 0.38123 -2.88573
C22 0.29881 -0.52943 -2.02857
C23 1.54029 -1.15014 -1.96739
C24 2.47156 -0.99777 -3.13579
N2 2.45587 -2.17332 -4.00819
C25 3.02853 -1.85241 -5.31889
C26 1.88285 -1.89264 -0.84005
C27 3.21360 -2.58920 -0.75212
C28 4.35925 -1.74948 -0.10047
N3 4.93304 -2.60095 0.94821
N4 3.88676 -0.47702 0.42791
N5 5.35078 -1.45814 -1.12971
C29 0.95958 -1.95469 0.20153
S1 1.36836 -2.86973 1.65226
H1 -3.60930 2.89977 2.48637
H2 -4.80459 1.61672 2.80344
H3 -4.45916 2.08697 1.15750
H4 -2.00628 1.28180 1.60619
H5 -3.26827 0.09415 1.38729
H6 -2.64818 1.04399 4.13984
H7 -2.39407 0.24425 5.98507
H8 -0.92900 -0.09683 6.92349
H9 -2.70478 5.15116 6.90445
H10 -4.04710 4.21250 6.22709
H11 -3.28276 5.48785 5.25778
H12 0.98254 -0.96163 6.06979
H13 2.10010 -2.27600 4.30523
H14 -2.38917 -2.61183 0.05701
H15 -3.10529 -2.22415 1.63788
H16 -1.14370 -4.48152 1.00290
H17 -1.80627 1.16783 -0.86645
H18 -2.64613 -0.28748 -0.41799
H19 -2.68328 1.02948 -2.96500
H20 -1.98953 -0.57724 -3.21177
H21 -4.24956 -1.03067 -3.46523
H22 -4.06406 -1.33642 -1.74027
H23 -6.13844 0.97681 -3.80236
H24 -6.43082 -0.64912 -3.14337
H25 -6.95503 0.77150 -2.23561
H26 0.05514 0.02878 -2.92612
H27 3.49753 -0.81186 -2.81215
H28 2.15058 -0.10572 -3.69204
H29 1.48505 -2.43257 -4.12940
H30 3.79275 -1.08140 -5.21649
H31 3.50330 -2.72090 -5.77543
H32 2.28454 -1.47137 -6.01613
H33 3.11311 -3.50192 -0.16828
H34 3.50011 -2.88245 -1.76077
H35 4.24851 -2.76797 1.67863
H36 5.73540 -2.13832 1.36280
H37 4.24348 0.30564 -0.10067
H38 4.11216 -0.36441 1.40430
H39 6.19365 -1.09503 -0.69420
H40 5.61450 -2.32874 -1.57868
O6 0.37371 1.03038 -5.24122
C30 0.25315 2.21991 -5.24289
C31 0.21862 3.15615 -4.05094
C32 -0.35613 4.44140 -4.64482
C33 0.10206 4.34239 -6.09655
O7 0.13540 2.93260 -6.38705
H41 1.24246 3.28306 -3.69471
H42 -0.38068 2.72693 -3.25219
H43 -0.01843 5.35207 -4.15569
H44 -1.44547 4.41503 -4.59876
H45 1.10701 4.74348 -6.24219
H46 -0.57424 4.81737 -6.80243
O8 3.30673 -1.54531 -9.22999
C34 2.19437 -1.11084 -9.24757
C35 1.44498 -0.48740 -10.41215
C36 0.28179 0.22778 -9.72541
C37 0.08509 -0.62632 -8.47766
O9 1.39261 -1.12698 -8.15707
H47 1.10938 -1.29389 -11.06626
H48 2.10354 0.17108 -10.97099
H49 -0.61895 0.30750 -10.33041
H50 0.58709 1.23346 -9.43372
H51 -0.57378 -1.47939 -8.65615
H52 -0.27650 -0.06432 -7.61974
O10 2.50022 -2.97305 9.21057
C38 2.37097 -1.79199 9.31105
C39 2.35450 -0.94650 10.57163
C40 1.76110 0.37767 10.09187
C41 2.18994 0.39766 8.62809
O11 2.22407 -0.98435 8.22869
H53 3.38440 -0.83747 10.91529
H54 1.77352 -1.44003 11.34505
H55 2.10308 1.25015 10.64398
H56 0.67281 0.33989 10.15754
H57 3.18845 0.81761 8.49259
H58 1.49744 0.92466 7.97470